Molecular formula: C2H8NO2
Method: DFT, ωB97M-V/def2-TZVPD

Output
HOMO energy = -16.21 eV
2S+1 = 1
Charge = +1
ΔE to the lowest compared entry with this formula, charge and spin = 1.739 eV

Geometry as XYZ:
```
13
C2H8NO2 | OMol25 | ωB97M-V/def2-TZVPD
C 1.568 -0.360 0.639
N 1.044 -0.196 -0.902
H 0.989 0.445 1.209
H 2.599 -0.049 0.704
H 1.332 -1.321 0.810
H -0.083 -0.260 -1.092
H 0.999 0.861 -1.119
H 1.830 -0.591 -1.418
O -1.617 -0.406 -1.084
C -2.090 0.249 -0.175
O -1.437 0.437 0.986
H -3.044 0.720 -0.220
H -2.090 0.471 1.662
```

---

Molecular formula: C5H10O
Method: DFT, ωB97M-V/def2-TZVPD

Output
HOMO energy = -9.46 eV
2S+1 = 1
ΔE to the lowest compared entry with this formula, charge and spin = 1.075 eV

Geometry as XYZ:
```
16
C5H10O | OMol25 | ωB97M-V/def2-TZVPD
C -1.832 -0.185 0.336
C -0.721 0.546 -0.399
C 0.313 1.349 0.357
C 0.732 0.120 -0.374
C 1.206 -1.098 0.392
O 1.479 0.391 -1.533
H -2.089 0.311 1.277
H -2.744 -0.228 -0.265
H -1.562 -1.217 0.572
H -1.010 0.986 -1.352
H 0.626 2.303 -0.055
H 0.286 1.301 1.445
H 2.059 -0.849 1.029
H 1.529 -1.886 -0.298
H 0.425 -1.521 1.029
H 1.304 -0.322 -2.161
```

---

Molecular formula: CH2NO2S3
Method: DFT, ωB97M-V/def2-TZVPD

Output
HOMO energy (alpha / beta) = -3.65 / -3.65 eV
2S+1 = 1
Charge = -1
ΔE to the lowest compared entry with this formula, charge and spin = 2.167 eV

Geometry as XYZ:
```
9
CH2NO2S3 | OMol25 | ωB97M-V/def2-TZVPD
C -0.880 -0.773 0.160
N -0.090 -1.283 0.829
O 3.407 -0.685 0.028
O 2.225 1.447 0.337
S -0.927 0.884 -0.798
S -2.685 -1.416 -0.173
S 2.167 0.089 -0.280
H -3.223 -0.080 0.148
H 0.007 1.817 -0.250
```

---

Molecular formula: H2P4
Method: DFT, ωB97M-V/def2-TZVPD

Output
HOMO energy (alpha / beta) = -8.21 / -8.95 eV
2S+1 = 1
ΔE to the lowest compared entry with this formula, charge and spin = 3.041 eV

Geometry as XYZ:
```
6
H2P4 | OMol25 | ωB97M-V/def2-TZVPD
P 2.925 0.712 0.107
P 2.428 -1.259 -0.215
P 0.678 1.196 -0.110
P 0.557 -0.836 0.664
H 0.195 1.743 0.997
H -0.424 -2.329 -0.880
```

---

Molecular formula: C36H86B2NO14S
Method: DFT, ωB97M-V/def2-TZVPD

Output
HOMO energy = -4.31 eV
2S+1 = 1
Charge = -1

Geometry as XYZ:
```
140
C36H86B2NO14S | OMol25 | ωB97M-V/def2-TZVPD
C -2.965 -1.188 2.936
C -1.593 -1.115 3.577
O -1.014 0.181 3.591
C -0.676 0.697 2.311
C 0.620 0.162 1.714
C 0.497 -1.174 0.961
C 0.563 -1.036 -0.569
C -0.807 -0.627 -1.153
B -1.597 -1.749 -2.064
C -3.116 -1.109 -2.379
S -4.540 -2.069 -1.749
C -5.389 -0.911 -0.642
C -5.951 -1.621 0.583
B -1.661 -3.309 -1.359
O -1.440 -4.455 -2.159
N -1.887 -3.654 0.102
C -0.644 -4.308 0.553
C -2.994 -4.612 0.265
H -3.347 -2.206 2.983
H -2.938 -0.925 1.878
H -3.650 -0.487 3.414
H -1.705 -1.383 4.632
H -0.924 -1.866 3.152
H -0.574 1.775 2.455
H -1.479 0.563 1.586
H 1.392 0.136 2.480
H 0.954 0.919 0.995
H -0.458 -1.654 1.174
H 1.280 -1.852 1.317
H 1.289 -0.240 -0.782
H 0.957 -1.949 -1.019
H -1.472 -0.363 -0.320
H -0.672 0.298 -1.725
H -1.028 -1.851 -3.163
H -3.275 -0.902 -3.438
H -3.188 -0.135 -1.884
H -4.666 -0.156 -0.334
H -6.198 -0.403 -1.169
H -6.886 -2.132 0.351
H -6.150 -0.910 1.388
H -5.253 -2.362 0.968
H -1.912 -4.334 -2.981
H 0.224 -3.688 0.344
H -0.487 -5.280 0.068
H -0.695 -4.498 1.630
H -2.655 -5.558 0.694
H -3.759 -4.206 0.931
H -3.489 -4.837 -0.679
C -7.817 -6.096 4.887
O -7.640 -4.752 5.267
C -8.583 -4.264 6.200
C -7.938 -3.399 7.261
O -7.114 -4.083 8.187
C -5.867 -4.602 7.753
C -4.814 -3.569 7.421
O -5.111 -2.883 6.222
C -4.845 -1.498 6.245
H -8.583 -6.194 4.109
H -6.869 -6.452 4.486
H -8.089 -6.724 5.742
H -9.119 -5.089 6.683
H -9.316 -3.645 5.664
H -8.751 -2.990 7.868
H -7.418 -2.552 6.810
H -5.992 -5.305 6.927
H -5.495 -5.170 8.609
H -3.857 -4.094 7.296
H -4.712 -2.870 8.259
H -5.135 -1.048 7.201
H -5.433 -1.035 5.454
H -3.784 -1.301 6.057
C 4.396 1.477 -4.116
O 3.268 1.981 -4.794
C 2.178 1.072 -4.877
C 0.848 1.744 -4.631
O 0.627 2.167 -3.302
C 1.357 3.252 -2.772
C 1.024 4.606 -3.358
O 1.507 4.755 -4.684
C 0.617 5.395 -5.565
H 5.017 0.858 -4.774
H 4.989 2.329 -3.784
H 4.108 0.893 -3.236
H 2.301 0.252 -4.163
H 2.156 0.644 -5.889
H 0.081 0.985 -4.805
H 0.670 2.550 -5.347
H 2.434 3.069 -2.801
H 1.066 3.285 -1.719
H 1.498 5.373 -2.730
H -0.061 4.755 -3.320
H -0.414 5.061 -5.408
H 0.911 5.133 -6.581
H 0.659 6.486 -5.455
C 5.554 4.942 -10.839
O 5.947 3.614 -10.586
C 7.103 3.481 -9.779
C 6.963 2.381 -8.749
O 6.054 2.645 -7.700
C 4.658 2.644 -7.968
C 4.064 1.289 -8.272
O 4.455 0.801 -9.546
C 4.757 -0.574 -9.578
H 6.134 5.383 -11.658
H 4.503 4.926 -11.127
H 5.655 5.570 -9.947
H 7.331 4.422 -9.268
H 7.952 3.228 -10.429
H 7.935 2.297 -8.255
H 6.763 1.419 -9.226
H 4.400 3.373 -8.739
H 4.195 2.978 -7.037
H 2.971 1.394 -8.261
H 4.347 0.586 -7.481
H 5.319 -0.884 -8.691
H 5.374 -0.757 -10.458
H 3.847 -1.182 -9.652
C 5.992 2.925 7.691
O 4.650 2.515 7.589
C 3.704 3.568 7.603
C 2.599 3.370 6.589
O 2.986 3.509 5.236
C 3.784 2.501 4.635
C 3.084 1.180 4.401
O 2.856 0.484 5.614
C 1.592 -0.154 5.677
H 6.275 3.117 8.733
H 6.614 2.117 7.305
H 6.187 3.822 7.094
H 4.193 4.531 7.416
H 3.243 3.607 8.600
H 1.882 4.179 6.753
H 2.068 2.432 6.762
H 4.721 2.357 5.176
H 4.038 2.902 3.651
H 3.730 0.558 3.765
H 2.149 1.360 3.869
H 0.806 0.458 5.230
H 1.354 -0.318 6.729
H 1.617 -1.121 5.164
```

---

Molecular formula: C20H25Cl2LaP
Method: DFT, ωB97M-V/def2-TZVPD

Output
HOMO energy = -1.80 eV
2S+1 = 1
Charge = -1
ΔE to the lowest compared entry with this formula, charge and spin = 0.000 eV

Geometry as XYZ:
```
49
C20H25Cl2LaP | OMol25 | ωB97M-V/def2-TZVPD
La 0.830 -0.350 -0.920
Cl 0.383 -2.842 -1.652
Cl 2.392 1.545 0.162
C 2.651 -0.257 -2.766
H 3.282 0.385 -2.139
H 2.918 -1.322 -2.858
C -0.871 0.677 -1.915
C 1.581 0.250 -3.441
H -1.599 0.694 -1.062
C 0.964 -0.534 -4.578
H 1.154 1.250 -3.261
C -0.305 0.083 -5.185
H 1.715 -0.628 -5.385
H 0.762 -1.562 -4.235
C -1.566 -0.002 -4.318
H -0.113 1.131 -5.437
H -0.508 -0.449 -6.124
C -1.594 1.049 -3.173
H -2.417 0.173 -4.992
H -1.655 -1.019 -3.912
H -1.183 1.994 -3.560
H -2.646 1.230 -2.911
C -2.788 -0.263 2.515
P -1.209 -0.146 1.619
C -0.514 1.388 2.350
C -0.764 2.609 1.696
C -0.257 3.796 2.216
C 0.497 3.778 3.395
C 0.766 2.566 4.039
C 0.253 1.372 3.525
C -0.163 -1.473 2.347
C -0.752 -2.640 2.867
C 0.023 -3.772 3.090
C 1.390 -3.765 2.792
C 2.000 -2.595 2.332
C 1.233 -1.444 2.131
H -3.341 0.675 2.352
H -2.647 -0.408 3.598
H -3.378 -1.096 2.103
H -1.320 2.609 0.755
H -0.440 4.739 1.698
H 0.875 4.710 3.817
H 1.373 2.542 4.949
H 0.470 0.425 4.024
H -1.811 -2.659 3.103
H -0.444 -4.671 3.491
H 1.975 -4.678 2.921
H 3.073 -2.585 2.116
H 1.724 -0.508 1.818
```